--- w ---
# C4H10N4

The molecule C4H10N4 (ωB97M-V/def2-TZVPD, the Open Molecules 2025 dataset).

Last column: natural (NBO) charge in e.
Atoms and positions in Å:
C -0.20 -1.75 -0.92  0.45
C 0.37 -1.44 0.45  -0.48
C -0.36 -0.23 1.12  -0.24
C 0.52 3.00 0.36  -0.11
H -0.44 -0.78 -2.68  0.38
H -0.08 0.26 -1.40  0.41
H -0.76 -3.04 -2.25  0.33
H 0.40 -2.34 1.07  0.24
H 1.45 -1.13 0.33  0.23
H -0.67 -0.51 2.12  0.21
H -1.32 0.01 0.50  0.19
H -0.09 1.61 1.98  0.33
H 0.86 3.69 -0.42  0.19
H 0.16 3.42 1.29  0.14
N -0.49 -0.64 -1.65  -0.85
N -0.31 -2.94 -1.32  -0.72
N 0.40 1.02 1.30  -0.45
N 0.55 1.79 0.12  -0.25

The calculation puts the frontier orbital gap at 9.912 eV. As for the SMILES: [H]/N=C(\N)CCNN=C. Its charge is 0. The LUMO energy comes out at 0.95 eV.

=====

--- x ---
# C4H10N4

A structure of composition C4H10N4 (ωB97M-V/def2-TZVPD, the Open Molecules 2025 dataset).

Last column: natural (NBO) charge in e.
Atoms and positions in Å:
C 1.61 0.85 0.77  -0.28
C -1.36 -0.96 -0.08  -0.30
N 1.35 0.44 -0.66  -0.54
C 1.77 -0.52 0.34  0.44
N -2.34 -0.53 0.87  -0.83
C -0.59 0.47 -0.89  0.26
N 2.44 -1.55 0.52  -0.60
N -1.01 1.64 -0.57  -0.96
H 1.97 0.82 -1.37  0.41
H 2.71 -2.04 -0.33  0.36
H -1.94 -0.36 1.79  0.36
H -2.78 0.34 0.56  0.35
H -2.02 1.75 -0.63  0.38
H 2.49 1.46 0.93  0.22
H 0.69 1.19 1.24  0.25
H -1.87 -1.39 -0.95  0.18
H -0.74 -1.75 0.35  0.20
H -0.39 0.13 -1.91  0.12

The calculation puts the frontier orbital gap at 7.401 eV. Its charge is 0. The LUMO energy comes out at 0.31 eV.

=====

--- y ---
# C4H10N4

A structure of composition C4H10N4 (ωB97M-V/def2-TZVPD, the Open Molecules 2025 dataset).

Last column: natural (NBO) charge in e.
Atoms and positions in Å:
C -1.71 0.29 -0.31  -0.64
C -0.44 -1.74 -1.16  -0.64
C 0.82 0.00 1.18  0.55
C -0.48 -0.60 -0.17  0.30
N 1.18 1.65 -0.57  -0.65
N 1.51 0.57 2.20  -0.81
N -0.11 -0.92 1.18  -0.59
N 0.87 0.35 -0.15  -0.32
H 1.42 1.62 -1.55  0.36
H 0.40 2.30 -0.43  0.34
H 1.55 0.02 3.05  0.40
H 2.33 1.08 1.94  0.40
H -1.76 0.71 -1.32  0.21
H -2.60 -0.31 -0.14  0.23
H 0.54 -2.22 -1.12  0.23
H -1.68 1.09 0.42  0.21
H -0.65 -1.40 -2.17  0.21
H -1.19 -2.48 -0.87  0.23

The calculation puts the frontier orbital gap at 9.345 eV. Its charge is 0. The LUMO energy comes out at 0.97 eV.

=====

--- z ---
# C4H10N4

A structure of composition C4H10N4 (ωB97M-V/def2-TZVPD, the Open Molecules 2025 dataset).

Last column: natural (NBO) charge in e.
Atoms and positions in Å:
C 3.09 -0.10 0.39  -0.40
N 1.86 0.35 -0.25  -0.67
C 0.69 -0.24 0.15  0.45
N 0.17 -0.88 1.02  -0.59
H 1.95 0.48 -1.25  0.37
H 3.37 -1.12 0.11  0.18
H 3.90 0.58 0.13  0.20
H 2.95 -0.08 1.48  0.22
C -2.35 0.60 0.86  -0.69
C -1.78 -0.36 -0.14  0.54
N -0.66 0.31 -1.00  -0.82
N -2.42 -1.36 -0.55  -0.65
H -0.72 1.33 -1.08  0.40
H -0.60 -0.09 -1.93  0.39
H -1.97 -1.89 -1.29  0.34
H -2.95 1.36 0.35  0.22
H -1.56 1.08 1.44  0.24
H -2.98 0.05 1.55  0.25

The calculation puts the frontier orbital gap at 8.795 eV. Its charge is 0. The LUMO energy comes out at 0.51 eV.

=====

We find y to be the most stable, with the next structure 36.4 kJ/mol higher.

=====

--- w ---
# C3H2O6S3

A structure of composition C3H2O6S3 (ωB97M-V/def2-TZVPD, the Open Molecules 2025 dataset).

Last column: natural (NBO) charge in e.
Atoms and positions in Å:
C -0.54 -1.53 -0.50  0.13
C -0.58 0.61 1.92  -1.02
C -0.55 -0.30 -1.17  -0.11
O 0.46 1.96 -2.31  -0.86
O 1.87 0.02 -2.43  -0.87
O 1.26 -1.09 1.58  -0.86
O 1.24 0.90 -0.07  -1.03
O -1.45 -1.42 0.48  -0.62
O -1.50 0.59 -0.65  -0.65
S 0.87 0.77 -1.69  2.36
S 1.19 0.41 1.66  1.57
S -1.74 0.17 0.91  1.45
H -0.04 -2.43 -0.38  0.25
H -0.48 1.34 2.65  0.27

The calculation puts the frontier orbital gap at 8.266 eV. Its charge is 0. The LUMO energy comes out at -1.58 eV.

=====

--- x ---
# C3H2O6S3

The molecule C3H2O6S3 (ωB97M-V/def2-TZVPD, the Open Molecules 2025 dataset).

Last column: natural (NBO) charge in e.
Atoms and positions in Å:
C -0.47 -1.68 -1.01  -0.46
C 0.28 -0.40 1.11  -0.77
C -0.19 -1.35 0.16  0.27
O -0.13 -0.02 -3.29  -0.85
O 1.64 0.01 -1.58  -0.90
O 1.38 2.06 0.37  -0.79
O -0.48 0.99 -1.01  -0.94
O -2.16 0.25 1.93  -0.92
O -0.12 1.52 2.55  -0.95
S 0.25 -0.07 -1.90  2.33
S 0.07 1.60 0.53  1.80
S -0.80 0.12 2.49  1.59
H -0.67 -2.49 -1.62  0.28
H 1.40 -0.55 1.26  0.31

The calculation puts the frontier orbital gap (alpha / beta) at 6.470 / 6.465 eV. Its charge is 0. The LUMO energy (alpha / beta) comes out at -3.26 / -3.26 eV.

=====

We find x to be the most stable, with the next structure 30.9 kJ/mol higher.

=====

--- w ---
# C3H3NO2S

The molecule C3H3NO2S (ωB97M-V/def2-TZVPD, the Open Molecules 2025 dataset).

Last column: natural (NBO) charge in e.
Atoms and positions in Å:
C 1.18 -0.96 -0.38  -0.31
C 0.16 -0.31 0.51  0.28
C -1.29 1.05 -0.30  0.31
H 1.11 -0.70 -1.51  0.21
H 0.01 -0.85 1.50  0.18
H -2.16 1.27 -0.73  0.18
N -0.58 1.92 0.38  -0.12
O -1.07 -0.27 -0.18  -0.46
O 0.44 1.03 0.75  -0.41
S 2.20 -2.19 -0.05  0.13

The calculation puts the frontier orbital gap at 8.253 eV. As for the SMILES: S=C[C@@H]1OC=NO1. Its charge is 0. The LUMO energy comes out at -0.96 eV.

=====

--- x ---
# C3H3NO2S

The molecule C3H3NO2S (ωB97M-V/def2-TZVPD, the Open Molecules 2025 dataset).

Last column: natural (NBO) charge in e.
Atoms and positions in Å:
C -0.97 -0.92 0.07  0.78
C -0.87 0.65 0.06  -0.35
C 1.23 -0.44 -0.20  0.46
H -0.96 1.08 1.26  0.24
H -1.67 1.20 -0.58  0.27
H 1.15 1.61 -0.18  0.44
N 0.59 0.73 -0.26  -0.62
O -1.85 -1.66 -0.09  -0.45
O 0.43 -1.40 -0.12  -0.48
S 2.93 -0.84 0.02  -0.29

The calculation puts the frontier orbital gap at 8.384 eV. As for the SMILES: O=C1CNC(=S)O1. Its charge is 0. The LUMO energy comes out at 0.00 eV.

=====

We find x to be the most stable, with the next structure 232.5 kJ/mol higher.

=====

--- w ---
# C3H3NO2S

A cluster of 2 separate species, C3H3NO2S in total (ωB97M-V/def2-TZVPD, the Open Molecules 2025 dataset).

Last column: natural (NBO) charge in e.
Atoms and positions in Å:
C 0.88 -1.73 -0.38  0.85
C -0.44 1.36 0.51  -0.32
C 0.81 1.67 0.22  -0.37
N -0.09 -2.37 -0.14  -0.75
O 1.96 -1.29 -0.42  -0.53
O -2.58 -0.08 -0.05  -0.93
S -2.07 1.13 0.55  1.15
H 1.66 1.42 0.76  0.24
H 0.86 2.03 -0.77  0.23
H -1.01 -2.13 -0.28  0.42

The calculation puts the frontier orbital gap at 9.538 eV. Its charge is 0. The LUMO energy comes out at -0.19 eV.

=====

--- x ---
# C3H3NO2S

The molecule C3H3NO2S (ωB97M-V/def2-TZVPD, the Open Molecules 2025 dataset).

Last column: natural (NBO) charge in e.
Atoms and positions in Å:
C -1.78 -0.74 -0.29  -0.05
C 0.48 -0.39 0.22  0.53
C 0.83 1.04 -0.17  0.33
N -0.59 -1.10 0.09  -0.47
O 1.59 -0.91 0.75  -0.60
O 1.91 1.44 0.16  -0.50
S -2.65 0.64 0.21  -0.12
H -2.42 -1.46 -0.87  0.21
H 0.46 1.68 -0.95  0.19
H 2.17 -0.19 0.85  0.50

The calculation puts the frontier orbital gap at 7.387 eV. As for the SMILES: O=C/C(O)=N\C=S. Its charge is 0. The LUMO energy comes out at -1.59 eV.

=====

--- y ---
# C3H3NO2S

The molecule C3H3NO2S (ωB97M-V/def2-TZVPD, the Open Molecules 2025 dataset).

Last column: natural (NBO) charge in e.
Atoms and positions in Å:
C 0.87 0.65 0.09  -0.30
C -0.51 0.89 -0.30  -0.03
C 1.65 -1.68 -0.01  0.09
N 1.29 -0.57 0.06  -0.19
O -1.10 0.02 -1.16  -0.63
O -3.02 0.42 0.59  -0.91
S -1.78 -0.29 0.42  1.30
H 1.44 1.38 0.72  0.22
H -0.81 1.86 -0.35  0.20
H 1.96 -2.67 -0.06  0.25

The calculation puts the frontier orbital gap at 7.924 eV. Its charge is 0. The LUMO energy comes out at 0.48 eV.

=====

We find x to be the most stable, with the next structure 86.4 kJ/mol higher.